This record from the Open Molecules 2025 dataset describes a cluster of 2 separate species, C6H13NO in total at a distorted geometry. The level of theory is wB97M-V/def2-TZVPD.

As for the LUMO energy: 0.78 eV. The energy relative to the best compared isomer or geometry (same formula, charge and spin) is 2.537 eV. The orbital gap comes out at 9.63 eV. As for the structure (SMILES): C=CC(=C)CCN.O.

```
21
Properties=species:S:1:pos:R:3:forces:R:3:mulliken_charge:R:1
C 1.410188 -0.253529 -1.316429 0.73 -1.04 0.14 -0.7516
C 0.536235 0.727893 -0.543677 0.39 -0.95 0.08 -0.4840
C 0.606780 0.594011 0.991941 0.53 1.56 -1.17 0.7109
C 0.206637 1.675808 1.672029 -0.58 -0.81 0.14 -1.0961
C 0.926777 -0.952035 2.856886 -0.52 0.14 0.64 -0.8901
C 1.272527 -0.537065 1.643580 0.31 -0.23 1.07 -0.1230
N 0.948952 -0.711400 -2.632744 0.10 0.32 0.52 -0.6539
H 2.440242 0.082896 -1.418091 0.04 0.60 -0.17 0.3749
H 1.590124 -1.142651 -0.709577 -0.47 -0.26 -0.13 0.3634
H -0.489270 0.551369 -0.851397 -0.30 0.09 -0.09 0.2613
H 0.848472 1.710642 -0.872967 -0.34 0.46 0.24 0.3151
H -0.336284 2.474250 1.169145 0.32 -0.02 0.10 0.2798
H 0.247312 1.683270 2.750168 0.11 0.22 0.14 0.3554
H 1.469457 -1.682623 3.447214 0.14 -0.05 -0.36 0.2599
H 0.075413 -0.515386 3.376561 -0.03 -0.12 -0.20 0.2826
H 2.181666 -0.995721 1.272787 -0.13 0.18 -0.61 0.2941
H 0.751347 0.088463 -3.226329 -0.14 -0.17 0.00 0.2569
H 0.092915 -1.228158 -2.477944 -0.17 0.07 -0.34 0.2428
H -4.384636 -1.177904 -1.277546 0.08 0.06 0.05 0.3180
H -5.166382 -0.119809 -2.024897 0.00 0.11 -0.02 0.3160
O -4.389690 -0.233725 -1.468897 -0.06 -0.17 -0.03 -0.6324
```
Forces are in eV/Å.